The following is a DFT calculation (the ωB97M-V functional and the def2-TZVPD basis) of C24H53GeN3O11PTeTi as an isolated structure.

The value obtained for the frontier orbital gap (alpha / beta) is 5.06 / 4.11 eV. For the LUMO energy (alpha / beta), the calculation gives 0.052 / -2.817 eV. The value obtained for the HOMO energy (alpha / beta) is -5.013 / -6.925 eV. As for the expectation value of S²: 3.76. The multiplicity is 4. As for the total energy: -5474.0698 Eh.

Last column: Löwdin spin population.
Element x y z (Å)
Ti  0.059  -0.621  0.118  1.7627
C  -0.422  0.861  6.188  0.0001
N  0.394  0.243  5.161  0.0002
C  1.595  -0.455  5.592  0.0000
C  0.256  0.521  3.837  0.0006
O  1.014  0.079  3.002  0.0030
C  -0.899  1.428  3.422  0.0008
O  -0.835  1.868  2.083  0.0093
C  0.237  2.742  1.781  0.0027
C  1.392  2.069  1.031  0.0241
O  1.181  1.110  0.296  0.0112
N  2.637  2.568  1.115  0.0161
C  3.652  1.887  0.315  0.0013
C  2.997  3.829  1.726  0.0018
H  -0.406  0.226  7.073  0.0000
H  -1.459  0.950  5.869  0.0000
H  -0.055  1.851  6.477  0.0000
H  1.353  -1.128  6.414  0.0000
H  2.359  0.249  5.937  0.0000
H  1.997  -1.021  4.755  0.0000
H  -0.963  2.290  4.098  0.0001
H  -1.830  0.862  3.504  0.0001
H  0.560  3.246  2.696  0.0006
H  -0.150  3.494  1.087  0.0007
H  3.701  0.835  0.598  0.0002
H  4.611  2.367  0.495  0.0000
H  3.405  1.942  -0.746  0.0006
H  3.142  4.608  0.972  0.0009
H  3.927  3.712  2.283  0.0002
H  2.234  4.167  2.420  0.0001
C  0.856  3.103  -4.263  0.0003
C  0.362  3.326  -2.831  0.0002
C  1.370  4.197  -2.082  0.0001
C  -1.003  4.018  -2.845  0.0003
O  0.293  2.109  -2.119  0.0010
Ge  -0.788  0.705  -2.657  0.0075
O  0.394  -0.663  -1.961  0.0269
C  1.418  -1.308  -2.726  0.0027
C  1.337  -2.807  -2.452  0.0017
C  2.764  -0.741  -2.280  0.0010
C  1.229  -1.058  -4.220  -0.0004
O  -1.645  0.521  -0.940  0.0296
C  -3.045  0.245  -0.930  0.0035
C  -3.305  -1.201  -1.354  0.0048
C  -3.797  1.198  -1.867  0.0004
C  -3.554  0.490  0.490  0.0061
H  0.969  4.053  -4.792  0.0000
H  0.152  2.482  -4.821  0.0002
H  1.823  2.597  -4.245  0.0000
H  1.516  5.160  -2.577  0.0000
H  2.330  3.680  -2.025  0.0000
H  1.017  4.381  -1.063  0.0000
H  -0.938  5.024  -3.265  0.0000
H  -1.387  4.084  -1.825  0.0000
H  -1.716  3.443  -3.441  0.0003
H  1.409  -3.000  -1.382  0.0008
H  2.154  -3.332  -2.954  0.0001
H  0.390  -3.202  -2.827  0.0000
H  2.924  -0.935  -1.219  0.0006
H  2.767  0.339  -2.441  0.0001
H  3.583  -1.188  -2.847  0.0001
H  0.254  -1.412  -4.559  0.0000
H  2.004  -1.589  -4.776  0.0000
H  1.311  0.005  -4.459  0.0000
H  -3.006  -1.347  -2.394  0.0001
H  -4.365  -1.453  -1.263  0.0002
H  -2.729  -1.891  -0.735  0.0032
H  -3.600  0.976  -2.916  0.0002
H  -3.492  2.227  -1.665  0.0001
H  -4.873  1.117  -1.697  0.0000
H  -2.989  -0.113  1.199  0.0052
H  -4.615  0.238  0.567  0.0007
H  -3.421  1.541  0.752  0.0002
O  2.956  -2.956  1.874  0.0279
N  2.594  -1.934  1.318  0.0135
O  1.453  -2.035  0.729  0.0071
C  0.402  -4.442  5.079  0.0004
C  -0.726  -3.594  4.545  0.0054
O  -0.413  -3.230  3.191  0.0014
P  -1.329  -2.999  1.938  0.0541
O  -1.304  -1.610  1.420  0.0645
Te  -3.656  -3.451  2.436  0.8596
O  -0.836  -4.012  0.853  0.0112
C  0.092  -5.103  1.079  0.0006
C  -0.600  -6.264  1.756  0.0063
H  0.207  -4.695  6.122  0.0000
H  1.347  -3.903  5.016  0.0001
H  0.499  -5.366  4.511  0.0001
H  -0.832  -2.668  5.111  0.0001
H  -1.683  -4.120  4.574  0.0079
H  0.944  -4.714  1.636  0.0000
H  0.434  -5.372  0.082  0.0001
H  -0.936  -5.998  2.761  0.0036
H  0.091  -7.103  1.847  0.0001
H  -1.463  -6.591  1.176  0.0011

The following is a DFT calculation (the ωB97M-V functional and the def2-TZVPD basis) of a 10-piece molecular cluster, C24H54BF4N5O4 overall in a non-equilibrium geometry.

The value obtained for the frontier orbital gap is 8.65 eV. For the LUMO energy, the calculation gives -0.506 eV. The value obtained for the HOMO energy is -9.157 eV. As for the total energy: -1945.6533 Eh.

Last column: Löwdin charge in e.
Element x y z (Å)
C  -3.244  3.240  -0.909  -0.0817
C  -2.291  2.491  -1.807  -0.2274
C  -1.384  3.467  -2.508  -0.0780
N  -0.319  2.854  -3.462  -0.2285
C  -0.958  1.903  -4.472  0.0247
C  0.711  2.204  -2.565  -0.0899
C  2.001  2.196  -3.381  -0.1128
C  1.860  3.351  -4.447  -0.0984
C  0.461  3.955  -4.121  -0.1081
H  -3.793  2.438  -0.398  0.0920
H  -4.100  3.673  -1.467  0.0952
H  -2.985  3.883  -0.129  0.0371
H  -2.984  1.889  -2.420  0.1233
H  -1.800  1.825  -1.225  0.0611
H  -1.139  4.116  -1.920  0.0299
H  -2.129  4.022  -3.353  0.2039
H  -1.696  1.041  -4.144  0.1161
H  -0.366  1.383  -5.192  0.0926
H  -1.805  2.526  -4.768  0.0924
H  0.360  1.168  -2.041  0.1765
H  0.698  2.760  -1.683  0.1049
H  2.105  1.292  -3.854  0.0636
H  2.818  2.363  -2.792  0.0795
H  1.814  2.772  -5.444  0.1438
H  2.530  4.072  -4.308  0.0617
H  0.065  4.453  -5.008  0.1338
H  0.770  4.794  -3.371  0.1765
B  0.362  -0.199  0.548  -1.4192
F  0.704  -1.042  -0.351  0.2570
F  -1.091  0.070  0.633  0.0186
F  0.600  -0.707  1.851  0.1059
F  0.893  1.021  0.381  0.1876
C  -1.729  -1.686  -2.913  -0.0636
C  -0.424  -1.374  -3.526  -0.2765
N  0.629  -1.233  -4.003  0.1628
H  -1.883  -1.328  -1.879  0.0716
H  -2.602  -1.144  -3.534  0.1222
H  -1.843  -2.823  -2.772  0.0986
C  -1.484  2.550  2.444  -0.0547
C  -2.124  3.915  2.533  -0.2228
N  -2.652  5.017  2.529  0.0919
H  -0.602  2.256  1.949  0.0455
H  -1.502  2.223  3.426  0.0509
H  -2.328  1.837  2.133  0.0988
C  3.654  -1.314  -2.498  -0.0309
C  4.057  -0.242  -1.579  -0.2433
N  4.469  0.656  -0.960  0.1549
H  3.743  -0.838  -3.437  0.0738
H  4.123  -2.133  -2.441  0.0063
H  2.667  -1.750  -2.321  0.0651
C  3.482  -1.341  1.675  -0.0486
C  4.693  -2.086  1.197  -0.2303
N  5.676  -2.624  0.853  0.1073
H  2.900  -1.719  2.438  0.0377
H  3.691  -0.280  1.783  0.0776
H  2.860  -1.328  0.880  0.0040
C  2.009  3.647  3.671  -0.0897
C  1.966  2.239  4.199  -0.2847
O  2.630  1.441  3.164  -0.1383
H  1.195  3.845  2.917  0.0798
H  2.968  3.840  3.296  0.0440
H  2.083  4.308  4.614  0.1005
H  1.063  1.883  4.389  0.0453
H  2.522  2.091  5.166  0.1295
H  1.994  1.047  2.441  0.0984
C  -4.473  -2.525  3.093  -0.0827
C  -3.284  -2.125  2.133  -0.2991
O  -3.144  -0.668  2.176  -0.1743
H  -4.513  -1.894  3.996  0.0606
H  -4.615  -3.558  3.244  0.0174
H  -5.630  -2.293  2.519  0.1438
H  -3.453  -2.484  1.063  0.1105
H  -2.277  -2.377  2.361  0.0648
H  -2.323  -0.428  1.571  0.0712
C  -0.950  -5.185  -1.080  -0.0399
C  -0.216  -4.164  -0.252  -0.2834
O  0.952  -3.681  -1.018  -0.1254
H  -0.328  -5.968  -1.075  0.0384
H  -1.109  -4.675  -1.903  -0.0068
H  -1.981  -5.295  -0.491  0.1403
H  0.090  -4.237  0.817  0.1097
H  -0.757  -3.269  -0.138  0.0655
H  1.036  -2.692  -0.955  0.0463
C  -0.522  -4.225  4.146  -0.0849
C  0.820  -3.519  3.843  -0.3309
O  1.858  -4.033  4.616  -0.1314
H  -1.260  -4.274  3.274  0.0777
H  -1.099  -4.134  5.127  0.1056
H  -0.445  -5.234  4.113  0.0096
H  0.731  -2.335  3.948  0.1234
H  1.525  -3.632  2.798  0.1581
H  2.798  -3.927  4.367  0.0986